108
Properties=species:S:1:pos:R:3:mulliken_spin:R:1 method="wB97M-V/def2-TZVPD" lumo_energy_ha="-0.1914 / -0.3870" total_charge=+2 homo_ha="-0.472 / -0.472" spin_multiplicity=2
Na 2.51368 -1.87869 2.93760 0.000
Na 1.87567 -2.90397 -3.21036 0.000
Na -1.25141 -3.06095 3.08526 0.000
Na -2.05152 -4.21786 -0.54440 0.000
C -0.62310 0.27671 0.07136 -0.001
F 0.40668 1.16412 0.00031 0.001
F -1.39288 0.75922 1.03722 0.002
F -1.28606 0.21838 -1.01808 -0.001
S 0.03794 -1.48665 0.44944 -0.001
O 0.65047 -1.47981 1.75906 0.000
O -1.15774 -2.32474 0.45615 0.000
O 0.95698 -1.82656 -0.69332 0.000
C 2.13763 -5.79952 0.15770 0.000
F 1.56534 -7.04280 0.07544 0.000
F 3.43887 -5.88339 -0.06029 0.000
F 1.54183 -5.01264 -0.70902 0.000
S 1.81957 -5.09186 1.93799 0.000
O 0.53034 -4.38327 1.91466 0.000
O 1.81620 -6.20160 2.90467 0.000
O 2.90591 -4.15260 2.21764 0.000
C -0.25141 1.02321 5.23916 0.000
F -0.48764 1.39121 3.95371 0.000
F 0.95649 1.48324 5.57711 0.000
F -1.19443 1.52650 6.01457 0.000
S -0.37982 -0.90789 5.39968 0.000
O -0.22392 -1.12161 6.82909 0.000
O -1.66150 -1.27206 4.80153 0.000
O 0.73289 -1.48504 4.60131 0.000
C -3.87315 -6.22236 -2.46576 0.000
O -3.97666 -5.29727 -1.45540 0.000
C -5.29118 -4.95102 -1.08504 0.000
C -5.33257 -4.04489 0.16755 0.000
O -4.39331 -2.95434 -0.19535 0.000
C -4.45541 -1.75739 0.46333 0.000
H -4.52381 -5.89822 -3.27797 0.000
H -4.17629 -7.17821 -2.03848 0.000
H -2.84943 -6.27941 -2.83566 0.000
H -5.90889 -5.82134 -0.86350 0.000
H -5.72036 -4.46503 -1.96123 0.000
H -4.92831 -4.46769 1.08730 0.000
H -6.32652 -3.68341 0.43116 0.000
H -3.57177 -1.17024 0.21326 0.000
H -4.42039 -1.89325 1.54426 0.000
H -5.41448 -1.27303 0.27979 0.000
C 5.97412 -2.66342 1.85173 0.000
O 5.07128 -1.56625 1.93416 0.000
C 5.65700 -0.49832 2.62663 0.000
C 4.74152 0.70953 2.56469 0.000
O 3.39870 0.37315 2.66872 0.000
C 2.49901 1.36743 2.25325 0.000
H 6.29456 -2.93353 2.85793 0.000
H 6.81227 -2.42282 1.19772 0.000
H 5.57256 -3.55924 1.37808 0.000
H 6.66045 -0.25881 2.27474 0.000
H 5.50832 -0.80606 3.66166 0.000
H 4.93975 1.04496 1.54670 0.000
H 4.98972 1.53242 3.23503 0.000
H 2.75609 2.32777 2.70019 0.000
H 1.43994 1.13272 2.35991 0.000
H 2.69527 1.50482 1.18991 0.000
C -1.41925 4.00789 -3.40056 0.002
O -0.67598 4.83907 -2.43946 0.003
C 0.15960 4.05663 -1.52803 0.000
C 0.74232 4.92570 -0.41161 0.000
O 1.73665 5.82453 -0.90361 0.004
C 2.82818 5.97900 -0.02052 0.000
H -1.93665 3.16259 -2.94683 -0.001
H -0.80093 3.76003 -4.26332 0.000
H -2.09921 4.67670 -3.92824 0.000
H 1.06574 3.79125 -2.07262 0.001
H -0.37865 3.15929 -1.22280 0.000
H 1.06717 4.38978 0.48022 0.001
H -0.07398 5.58933 -0.12638 0.000
H 3.67430 6.40955 -0.55607 0.000
H 3.10756 4.99666 0.36035 0.000
H 2.59097 6.64179 0.81167 0.000
C -7.13688 5.47855 0.28953 0.007
O -5.81211 5.23850 0.73859 0.296
C -4.90044 5.05007 -0.37327 0.064
C -3.44464 5.43911 -0.14372 0.029
O -2.79778 4.77965 0.96882 0.451
C -2.93839 3.35239 0.95872 0.006
H -7.33222 6.46175 -0.13856 0.020
H -7.79228 5.22091 1.12151 0.003
H -7.44560 4.80555 -0.51039 0.006
H -5.21689 5.65955 -1.21973 0.004
H -5.02650 3.97168 -0.46964 0.027
H -3.42219 6.48776 0.15281 0.005
H -2.85447 5.31657 -1.05189 0.012
H -2.41529 2.84298 1.76802 0.014
H -2.62418 2.97644 -0.01495 0.004
H -3.98052 3.09691 1.15060 0.042
C 1.03833 0.36557 -3.65388 0.000
O 1.90079 -0.77522 -3.96934 0.000
C 3.25981 -0.46100 -4.26207 0.000
C 4.12397 -1.70331 -4.43137 0.000
O 4.06236 -2.36536 -3.16735 0.000
C 5.04693 -3.39007 -2.99340 0.000
H 1.03687 1.11198 -4.44820 0.000
H 1.49475 0.82507 -2.77716 0.000
H 0.01398 0.13341 -3.36245 0.000
H 3.74339 0.27228 -3.61667 0.000
H 3.38405 0.10445 -5.18561 0.000
H 5.14437 -1.49837 -4.75522 0.000
H 3.65943 -2.27106 -5.23758 0.000
H 6.03504 -2.95230 -3.13512 0.000
H 4.81556 -4.27056 -3.59282 0.000
H 5.01979 -3.74997 -1.96489 0.000

***

85
Properties=species:S:1:pos:R:3:mulliken_spin:R:1 method="wB97M-V/def2-TZVPD" lumo_energy_ha="-0.0796 / -0.0827" total_charge=+1 homo_ha="-0.413 / -0.401" spin_multiplicity=5 de_lowest_ev=0.158
Fe -0.20933 0.21471 -1.89087 3.749
C 0.68817 -2.74595 -2.23746 -0.024
C 1.66127 -2.08323 -1.27074 -0.007
N 1.93958 -0.67853 -1.60555 0.088
C 2.98288 -0.46968 -2.60202 -0.002
C 2.54261 -0.77158 -4.03553 0.004
S 0.92971 -0.03817 -4.43845 0.024
C -0.08960 -1.48319 -4.90126 -0.002
C -1.03108 -2.08338 -3.83902 -0.006
N -0.52244 -1.92821 -2.47123 0.048
H 0.41746 -3.73542 -1.86129 0.002
H 1.16501 -2.90874 -3.20077 -0.002
H 2.58216 -2.67945 -1.25176 0.002
H 1.23654 -2.08705 -0.26864 0.012
H 2.20217 -0.21592 -0.73903 -0.007
H 3.87461 -1.07233 -2.38834 -0.002
H 3.28371 0.57789 -2.54217 -0.004
H 2.50045 -1.84077 -4.23000 0.001
H 3.27678 -0.35912 -4.72606 0.000
H 0.59823 -2.23399 -5.28778 0.000
H -0.68850 -1.16086 -5.75208 0.000
H -1.18706 -3.13827 -4.09021 0.000
H -1.99811 -1.59207 -3.89679 0.000
H -1.23653 -2.21537 -1.80992 0.004
C -4.09511 2.40240 -3.90833 0.001
C -2.83510 2.75600 -4.36829 0.002
C -1.74709 2.00200 -3.97412 0.015
N -1.84909 0.93945 -3.17034 0.013
C -3.06557 0.61345 -2.72646 0.013
C -4.21182 1.30578 -3.07070 0.002
H -4.96776 2.97258 -4.19727 0.000
H -2.69268 3.60100 -5.02703 0.000
H -0.74924 2.24636 -4.32021 -0.001
H -3.12375 -0.23612 -2.05358 -0.004
H -5.16813 0.99136 -2.67782 0.000
N -1.45213 2.66643 -0.79794 0.004
N -0.12057 2.38738 -1.29917 0.050
H -1.48919 3.63577 -0.49503 0.001
H -1.52171 2.11636 0.05436 -0.003
H 0.56128 2.50305 -0.54767 0.002
H 0.07009 3.08576 -2.00948 0.004
C 3.94716 -1.24995 1.65326 0.001
C 2.61541 -1.14773 2.38530 0.001
C 2.78945 -0.42530 3.71192 0.000
C 2.03016 -2.53439 2.62363 -0.001
O 1.75650 -0.39977 1.51083 0.005
Si 0.20195 0.13525 1.46781 -0.027
O -0.31043 -0.17226 -0.00873 0.045
O 0.18356 1.77056 1.64453 0.000
C 0.24649 2.74122 2.70161 0.001
C 1.68414 3.23843 2.79029 0.000
C -0.21796 2.15531 4.02729 0.000
C -0.67281 3.88872 2.30195 0.001
O -0.68363 -0.54921 2.65446 0.000
C -1.83794 -1.40124 2.59466 0.003
C -1.60062 -2.57678 1.65022 -0.008
C -3.02186 -0.56591 2.11609 0.001
C -2.06544 -1.89750 4.01470 -0.001
H 4.67515 -1.80398 2.24746 0.000
H 4.34688 -0.25331 1.45805 0.000
H 3.81715 -1.77129 0.70252 0.000
H 3.46209 -0.98339 4.36478 0.000
H 1.82921 -0.33083 4.21926 0.000
H 3.21544 0.56519 3.55436 0.000
H 2.69761 -3.13133 3.24652 0.000
H 1.89066 -3.05840 1.67538 0.000
H 1.06873 -2.45227 3.12845 0.000
H 2.34540 2.44119 3.12500 0.000
H 1.76276 4.06868 3.49397 0.000
H 2.02410 3.58596 1.81274 0.000
H 0.48037 1.40511 4.39408 0.000
H -1.19665 1.68864 3.92121 0.000
H -0.28697 2.94789 4.77394 0.000
H -0.34373 4.32662 1.35681 0.000
H -0.65970 4.67287 3.05882 0.000
H -1.70060 3.53381 2.19662 0.000
H -1.34984 -2.20425 0.65550 0.006
H -2.50202 -3.18901 1.58362 0.000
H -0.78898 -3.20930 2.00953 0.000
H -2.88297 -0.28460 1.06917 -0.004
H -3.09470 0.34470 2.71366 0.000
H -3.95856 -1.11660 2.21409 0.000
H -1.17938 -2.42286 4.37411 0.000
H -2.91456 -2.58098 4.05384 0.000
H -2.26213 -1.05806 4.68265 0.000

***

89
Properties=species:S:1:pos:R:3:mulliken_charge:R:1 method="wB97M-V/def2-TZVPD" lumo_energy_ha=-0.1784 total_charge=+1 homo_ha=-0.391 spin_multiplicity=1
C -5.17527 4.15104 -2.84091 -0.894
C -5.13743 2.58243 -3.21531 -0.580
C -3.60749 2.07228 -3.33725 -0.597
C -2.99151 1.53408 -1.96048 1.691
C -3.78599 0.20208 -1.44934 -1.519
C -1.41165 1.37075 -1.94258 -0.181
C -0.54940 1.84718 -0.71005 -0.091
P -1.29488 2.63713 0.84524 0.186
C -2.37172 1.41829 1.80975 -0.706
C -2.19466 4.25379 0.45706 -0.924
C 1.00180 1.60849 -0.81916 -0.177
N 1.48978 0.99133 -2.00878 0.725
C 2.99786 0.78837 -2.03387 -0.895
C 3.37521 -0.76447 -1.94380 0.327
O 3.22765 -1.36461 -3.26040 -0.507
C 2.50461 -1.60587 -0.88164 -0.742
N 2.51061 -1.06903 0.50784 -0.427
N 0.85582 0.58140 -3.09852 -0.693
C -0.55328 0.72570 -3.11359 -0.177
N -1.25420 0.27478 -4.33848 -0.277
C -1.29852 -1.05628 -4.40224 0.721
C -2.71046 -1.75155 -4.05066 -0.759
C -0.11041 -2.02458 -4.84035 -0.747
H -4.38422 4.65265 -3.51611 0.239
H -4.95028 4.32616 -1.73589 0.160
H -6.19775 4.54281 -3.15777 0.364
H -5.79081 1.92400 -2.55533 0.283
H -5.56826 2.50665 -4.28404 0.358
H -2.93784 2.83724 -3.88312 0.479
H -3.64520 1.16285 -4.05006 0.109
H -3.23910 2.33500 -1.16265 -0.524
H -3.13039 -0.46074 -0.79518 0.359
H -4.26716 -0.32416 -2.33549 0.392
H -4.65693 0.55184 -0.77704 0.313
H -2.11583 1.57303 2.92383 0.437
H -3.49485 1.51210 1.61152 0.274
H -2.06629 0.32536 1.59196 0.123
H -1.79648 4.80913 -0.46344 0.318
H -2.01233 4.96725 1.34723 0.382
H -3.31886 4.06225 0.42444 0.223
H 1.72174 1.89640 0.02927 0.397
H 3.36962 1.31933 -2.97109 0.381
H 3.48169 1.30636 -1.13832 0.292
H 4.47032 -0.84763 -1.63072 0.033
H 2.85533 -2.26025 -3.06990 0.382
H 2.97573 -2.66387 -0.85837 0.356
H 1.41878 -1.77745 -1.23354 0.312
H 1.61246 -0.65896 0.78286 0.282
H 3.31051 -0.44826 0.69986 0.118
H -3.58970 -1.14561 -4.48731 0.243
H -2.75523 -1.83856 -2.91530 0.011
H -2.72467 -2.80790 -4.49540 0.454
H -0.57982 -3.05559 -5.06348 0.391
H 0.29162 -1.66219 -5.86028 0.320
H 0.71128 -2.16485 -4.06556 -0.031
C -2.79583 -4.32449 1.00710 -0.623
O -3.86456 -4.38849 1.93999 -0.502
P -3.80731 -3.36786 3.31993 1.023
O -3.71094 -2.09827 2.48658 -0.465
O -2.29990 -3.92506 3.69481 -0.309
C -2.16276 -5.28080 4.10536 -0.833
O -3.82131 -2.45309 4.77853 -0.241
C -4.25919 -3.15529 5.94007 -0.650
H -3.21760 -4.20197 0.00812 0.240
H -2.10314 -3.50672 1.20686 0.309
H -2.24762 -5.26974 1.04189 0.269
H -1.38732 -5.75370 3.49991 0.256
H -3.09418 -5.83993 3.98984 0.397
H -1.85492 -5.30985 5.15301 0.302
H -3.53519 -3.92508 6.21713 0.248
H -5.23480 -3.61187 5.76147 0.322
H -4.34511 -2.44618 6.76373 0.246
C 6.25213 2.61255 4.84949 -0.659
O 5.75677 2.62706 3.51538 -0.502
P 6.01206 1.24248 2.53326 1.236
O 5.30864 0.34610 3.54185 -0.590
O 7.63058 1.28365 2.85022 -0.381
C 8.40000 2.34835 2.30394 -0.804
O 6.25472 -0.12548 1.51155 -0.256
C 6.59505 0.16758 0.16416 -0.528
H 5.44446 2.91019 5.51941 0.262
H 6.62931 1.63666 5.15415 0.337
H 7.05977 3.34500 4.92803 0.253
H 8.97539 2.81264 3.10676 0.266
H 7.77171 3.10757 1.83203 0.383
H 9.09479 1.94657 1.56270 0.294
H 7.58984 0.61497 0.10601 0.259
H 5.85587 0.84858 -0.26665 0.213
H 6.59704 -0.76318 -0.40468 0.246